Entry 1:
Molecular formula: C4H6N4O
Method: DFT, ωB97M-V/def2-TZVPD

Geometry as XYZ:
```
15
C4H6N4O (ωB97M-V/def2-TZVPD)
C -2.6946 -0.4548 -1.9673
O -2.2784 -0.3661 -0.6111
N -0.9322 -0.3075 -0.5744
C -0.4005 0.1106 0.9277
N 0.9109 0.1860 1.1539
C 1.9504 0.3700 0.2880
C 3.0565 0.4091 1.0956
N 2.6538 0.2423 2.3772
N 1.3960 0.1169 2.4187
H -2.2806 0.3739 -2.5503
H -3.7797 -0.4047 -1.9525
H -2.3617 -1.3989 -2.4106
H -1.1233 0.1145 1.7189
H 1.7959 0.4598 -0.7650
H 4.0876 0.5490 0.8512
```

Computed properties:
maximum force: 0.1651 Eh/bohr
electronic energy: -12247.49437 eV
energy relative to the best compared isomer or geometry (same formula, charge and spin): 5.484 eV
structure (SMILES): CO/N=C/n1ccnn1
frontier orbital gap (spin up / spin down): 8.13 / 8.57 eV

Entry 2:
Molecular formula: C4H6N4O
Method: DFT, ωB97M-V/def2-TZVPD

Geometry as XYZ:
```
15
C4H6N4O (ωB97M-V/def2-TZVPD)
H 1.7365 1.8697 0.2358
N 2.4060 1.0663 0.1803
C 1.6708 -0.0166 0.0350
N 2.2384 -1.1933 0.0508
C 0.1662 -0.1240 0.0724
N -0.4436 -1.3072 0.0844
N -1.6706 -1.3660 0.2781
C -2.5858 -0.4284 0.0705
O -2.2405 0.9053 -0.2018
C -0.8615 1.0714 0.0920
H 1.5944 -1.9579 -0.6588
H 3.0897 -1.1371 -0.6565
H -3.6152 -0.8103 -0.1351
H -1.1225 1.5175 1.1355
H -0.3622 1.9108 -0.5826
```

Computed properties:
maximum force: 0.1840 Eh/bohr
electronic energy: -12248.06292 eV
energy relative to the best compared isomer or geometry (same formula, charge and spin): 4.915 eV
structure (SMILES): [H]/N=C(/N)C1=NN=COC1
frontier orbital gap: 8.26 eV

Entry 3:
Molecular formula: C4H6N4O2
Method: DFT, ωB97M-V/def2-TZVPD

Geometry as XYZ:
```
16
C4H6N4O2 (ωB97M-V/def2-TZVPD)
N -0.7651 -2.6588 0.4486
C -0.0630 -1.6517 0.9580
O 0.7235 -1.5694 1.8327
O -0.4322 -0.5723 0.0685
C 0.2556 0.7574 0.1091
N 0.6937 1.3413 1.2931
C -0.5949 1.5873 -0.7611
C -0.0222 1.4751 -1.9729
N 1.1133 0.7241 -1.9016
N 1.4146 0.3089 -0.7546
H -0.8308 -3.5439 0.8277
H -1.0830 -2.4749 -0.3902
H -0.0798 1.6048 1.9713
H 1.5263 0.8396 1.6464
H -1.5418 1.9040 -0.4270
H -0.3140 1.9285 -2.9481
```

Computed properties:
maximum force: 0.1070 Eh/bohr
electronic energy: -14298.38831 eV
energy relative to the best compared isomer or geometry (same formula, charge and spin): 4.158 eV
structure (SMILES): NC(=O)O[C@]1(N)C=CN=N1
frontier orbital gap: 9.26 eV

Entry 4:
Molecular formula: C4H6N4O2S2
Method: DFT, ωB97M-V/def2-TZVPD

Geometry as XYZ:
```
18
C4H6N4O2S2 (ωB97M-V/def2-TZVPD)
C -2.6945 -0.9472 -0.7173
C -2.0030 -2.0091 -0.0646
C -1.1623 -0.0061 0.3393
C 0.5997 2.0082 -0.6546
N -2.1771 0.2444 -0.4683
N -0.9950 -1.3032 0.5214
N 1.3934 0.9719 -1.0081
N 2.5679 -0.9581 0.0555
O 3.3239 1.5498 0.6345
O 1.0475 0.6833 1.4561
S -0.2521 1.3543 0.9888
S 2.4232 0.5323 0.1390
H -3.7209 -0.9556 -1.2349
H -2.2079 -3.1421 0.0797
H 1.1569 2.9760 -0.2395
H -0.2374 2.1793 -1.4391
H 3.3084 -1.5413 0.4643
H -0.3708 -1.6369 1.1478
```

Computed properties:
maximum force: 0.0796 Eh/bohr
electronic energy: -35966.71979 eV
energy relative to the best compared isomer or geometry (same formula, charge and spin): 1.443 eV
frontier orbital gap: 9.24 eV

Entry 5:
Molecular formula: C4H6N6O
Method: DFT, ωB97M-V/def2-TZVPD

Geometry as XYZ:
```
17
C4H6N6O (ωB97M-V/def2-TZVPD)
C -1.4505 -0.7641 -0.3477
C 0.1803 -0.4058 1.1415
C 0.9012 0.4922 0.3354
C 0.3149 0.5821 -0.9317
H -3.0296 -0.6018 -1.5131
H -3.2904 -1.3137 0.1088
H 1.1773 0.0641 2.9611
H -0.4890 -0.7073 3.1275
H 1.1518 1.1064 -3.0608
H 2.2061 1.1709 -1.4943
N -2.4638 -1.4689 -0.9140
N -0.9239 -1.0988 0.8031
N 0.5527 -0.6901 2.3463
N 2.2156 0.8178 0.6061
N 0.9596 1.4224 -1.7155
N -0.9753 0.1506 -1.1844
O 2.9631 1.2440 -0.2683
```

Computed properties:
maximum force: 0.2062 Eh/bohr
electronic energy: -15225.54290 eV
energy relative to the best compared isomer or geometry (same formula, charge and spin): 8.639 eV
frontier orbital gap: 8.03 eV

Entry 6:
Molecular formula: C4H6NO
Method: DFT, ωB97M-V/def2-TZVPD

Geometry as XYZ:
```
12
C4H6NO (ωB97M-V/def2-TZVPD)
C -0.2663 -0.8945 0.0025
C 0.0748 0.5407 0.0577
C -1.4135 -1.6001 0.0895
C 1.6160 0.5138 -0.0219
N 0.9232 -1.6039 -0.1314
O 1.9547 -0.9222 -0.0613
H -0.3248 1.2133 -0.7154
H -0.0860 1.1437 0.9281
H -2.2196 -0.9600 -0.1107
H -1.1731 -2.6703 -0.1858
H 2.1003 0.8565 -0.8527
H 2.1469 1.0643 0.9073
```

Computed properties:
maximum force: 0.0821 Eh/bohr
total charge: +1
electronic energy: -7770.99398 eV
energy relative to the best compared isomer or geometry (same formula, charge and spin): 3.903 eV
frontier orbital gap (spin up / spin down): 8.57 / 8.57 eV

Entry 7:
Molecular formula: C4H6NO2P
Method: DFT, ωB97M-V/def2-TZVPD

Geometry as XYZ:
```
14
C4H6NO2P (ωB97M-V/def2-TZVPD)
C 2.0797 0.4211 0.2129
C 1.1807 0.9302 0.9645
C -2.6611 -0.1514 -0.2615
C 1.0451 1.9960 -0.8564
N -2.0424 -1.2463 -0.2326
O 2.1213 1.1240 -0.9569
O 0.2799 1.6146 0.1887
P -2.2534 1.2832 0.7288
H 2.7327 -0.4399 0.5384
H 0.8970 0.6477 1.9286
H -3.6223 0.0546 -0.9600
H 1.3642 3.0763 -0.7301
H 0.4222 2.0500 -1.9392
H -2.4414 -1.8794 -0.8658
```

Computed properties:
maximum force: 0.1145 Eh/bohr
⟨S²⟩: 2.0145
electronic energy: -19113.10271 eV
energy relative to the best compared isomer or geometry (same formula, charge and spin): 2.428 eV
multiplicity: 3
frontier orbital gap (spin up / spin down): 9.05 / 7.33 eV

Entry 8:
Molecular formula: C4H6NO3
Method: DFT, ωB97M-V/def2-TZVPD

Geometry as XYZ:
```
14
C4H6NO3 (ωB97M-V/def2-TZVPD)
C -1.0982 2.1871 -1.2453
C 0.2743 1.9847 -0.6734
C 0.6026 0.7568 0.1896
O 1.4854 0.8823 1.0193
N -0.0945 -0.3556 -0.1792
C -0.2262 -1.7758 0.3807
O 0.2439 -1.9636 1.4802
O -0.8410 -2.4380 -0.4814
H -1.9442 2.0314 -0.5686
H -1.3754 1.5513 -2.0963
H -1.1714 3.1953 -1.6785
H 0.5687 2.8695 -0.1236
H 0.9758 1.7801 -1.5024
H -0.8388 -0.1177 -0.8110
```

Computed properties:
maximum force: 0.0357 Eh/bohr
total charge: -1
electronic energy: -11880.17088 eV
energy relative to the best compared isomer or geometry (same formula, charge and spin): 0.298 eV
structure (SMILES): CCC(=O)NC(=O)[O-]
frontier orbital gap: 8.34 eV

Entry 9:
Molecular formula: C4H6NO5S
Method: DFT, ωB97M-V/def2-TZVPD

Geometry as XYZ:
```
17
C4H6NO5S (ωB97M-V/def2-TZVPD)
C -1.3008 1.2970 1.0059
C -0.3102 1.0153 -0.1517
C -0.8448 0.5862 -1.5314
N -0.5346 -0.3511 -0.5071
C 0.1696 -1.5688 -0.8864
O -0.1508 -2.0288 -1.9705
O 1.0619 -2.2835 -0.0719
S 1.8205 -1.0662 0.9407
O 0.7797 -0.6462 1.8878
O 2.7550 -1.9363 1.5990
O 2.3943 -0.0685 0.0505
H -0.9065 0.8562 1.8572
H -2.2685 1.0806 0.7353
H -1.3385 2.2652 1.2319
H 0.7027 1.2459 -0.1131
H -0.1874 0.7253 -2.2611
H -1.8417 0.8777 -1.8151
```

Computed properties:
maximum force: 0.0889 Eh/bohr
total charge: -1
electronic energy: -26808.28352 eV
energy relative to the best compared isomer or geometry (same formula, charge and spin): 1.005 eV
structure (SMILES): C[C@@H]1CN1C(=O)OS(=O)(=O)[O-]
frontier orbital gap: 9.59 eV

Entry 10:
Molecular formula: C4H6NO6
Method: DFT, ωB97M-V/def2-TZVPD

Geometry as XYZ:
```
17
C4H6NO6 (ωB97M-V/def2-TZVPD)
O 2.3322 1.0593 1.1747
C 1.3221 0.6974 0.4925
C 0.2438 1.6486 0.0728
N -1.0136 0.8554 0.2492
O -1.9755 1.2106 -0.8252
C -0.6375 -0.5826 0.0722
O -1.2336 -1.2189 -0.8629
O -0.9694 -1.2246 1.3876
C 0.9778 -0.6531 -0.0075
O 1.6642 -1.7007 0.5134
O 1.1347 -0.6284 -1.4486
H 0.2443 2.6938 0.5497
H 0.4939 1.7427 -1.0266
H -2.0618 0.3031 -1.2710
H -1.7612 -0.9621 1.7292
H 0.9792 -2.2329 0.9951
H 0.2605 -1.0075 -1.7948
```

Computed properties:
maximum force: 0.1072 Eh/bohr
total charge: -1
electronic energy: -18019.53045 eV
energy relative to the best compared isomer or geometry (same formula, charge and spin): 0.493 eV
structure (SMILES): O=C1CN(O)[C@]([O-])(O)C1(O)O
frontier orbital gap: 8.68 eV

Entry 11:
Molecular formula: C4H6NOP
Method: DFT, ωB97M-V/def2-TZVPD

Geometry as XYZ:
```
13
C4H6NOP (ωB97M-V/def2-TZVPD)
C -0.5396 -2.2811 -0.7629
C -0.0897 -1.1432 -0.2955
C 1.2687 -0.0094 -0.3129
N 0.3331 0.8305 0.3678
P 0.2906 2.5059 0.7548
C -0.7446 -0.0190 0.4908
O -1.7905 0.1743 1.0282
H 0.1735 -2.8235 -1.2446
H -1.5280 -2.8195 -0.5292
H 2.1642 -0.3576 0.3457
H 1.5665 0.3584 -1.3616
H -0.6570 2.3627 1.7098
H -0.4472 3.2216 -0.1905
```

Computed properties:
maximum force: 0.0607 Eh/bohr
electronic energy: -17068.95672 eV
energy relative to the best compared isomer or geometry (same formula, charge and spin): 1.569 eV
structure (SMILES): C=C1CN(P)C1=O
frontier orbital gap: 9.83 eV

Entry 12:
Molecular formula: C4H6NS
Method: DFT, ωB97M-V/def2-TZVPD

Geometry as XYZ:
```
12
C4H6NS (ωB97M-V/def2-TZVPD)
C 0.6437 -0.6072 -1.1790
C 1.3582 -2.0912 0.7085
C -0.8149 1.5429 0.5386
C -1.2702 0.2918 -0.0067
N -0.4177 -0.3039 -0.6832
S 1.9639 -1.5714 -0.6524
H 0.8149 -0.0909 -2.1357
H 2.0701 -2.6264 1.3007
H -1.6536 2.1791 0.3914
H -0.0242 1.8880 -0.0861
H -0.5148 1.5590 1.6080
H -2.1555 -0.1697 0.1959
```

Computed properties:
maximum force: 0.0819 Eh/bohr
total charge: +1
electronic energy: -16558.71171 eV
energy relative to the best compared isomer or geometry (same formula, charge and spin): 3.860 eV
frontier orbital gap: 7.99 eV

Entry 13:
Molecular formula: C4H6O
Method: DFT, ωB97M-V/def2-TZVPD

Geometry as XYZ:
```
11
C4H6O (ωB97M-V/def2-TZVPD)
C 2.0520 -0.0052 -0.5146
C 0.7462 0.4097 -0.4227
C -0.3617 -0.4294 -0.1362
C -1.4991 0.1112 0.3453
O -2.3064 -0.5417 1.2078
H 2.7375 0.8030 -0.7510
H 2.3753 -1.0445 -0.8658
H 0.3944 1.4409 -0.4841
H -0.3383 -1.4250 -0.4414
H -1.8751 1.0829 -0.0522
H -1.9248 -0.4019 2.1149
```

Computed properties:
maximum force: 0.0476 Eh/bohr
electronic energy: -6289.82007 eV
energy relative to the best compared isomer or geometry (same formula, charge and spin): 2.098 eV
structure (SMILES): C=C/C=C/O
frontier orbital gap: 8.80 eV

Entry 14:
Molecular formula: C4H6O
Method: DFT, ωB97M-V/def2-TZVPD

Geometry as XYZ:
```
11
C4H6O (ωB97M-V/def2-TZVPD)
C 1.1275 -0.1933 -0.0232
C 0.0780 0.8423 0.3650
C -0.9410 0.2255 -0.5898
C -0.2605 -0.8754 0.2606
O -0.4551 -0.0883 1.4494
H 1.4460 -0.2898 -1.0693
H 1.9962 -0.2263 0.6508
H 0.1990 1.8523 0.7385
H -1.9620 0.5354 -0.3524
H -0.7487 0.1567 -1.6636
H -0.4792 -1.9392 0.2339
```

Computed properties:
maximum force: 0.0179 Eh/bohr
electronic energy: -6289.44722 eV
energy relative to the best compared isomer or geometry (same formula, charge and spin): 2.471 eV
frontier orbital gap: 10.69 eV

Entry 15:
Molecular formula: C4H6O
Method: DFT, ωB97M-V/def2-TZVPD

Geometry as XYZ:
```
11
C4H6O (ωB97M-V/def2-TZVPD)
C -1.1056 -0.2164 -0.0454
C -2.2918 0.2373 -0.0805
C 1.1602 0.5148 0.0955
C 0.9661 -0.9296 -0.1662
O -0.3175 -1.3171 0.2223
H -3.2494 -0.1587 -0.0832
H -2.2902 1.2194 -0.3847
H 1.5022 1.2921 -0.5858
H 1.1349 0.7728 1.1527
H 1.0441 -1.1032 -1.2560
H 1.8193 -1.3893 0.3697
```

Computed properties:
maximum force: 0.1027 Eh/bohr
electronic energy: -6287.17087 eV
energy relative to the best compared isomer or geometry (same formula, charge and spin): 4.747 eV
frontier orbital gap (spin up / spin down): 8.64 / 8.87 eV

Entry 16:
Molecular formula: C4H6O
Method: DFT, ωB97M-V/def2-TZVPD

Geometry as XYZ:
```
11
C4H6O (ωB97M-V/def2-TZVPD)
C -0.7079 -0.4437 0.8180
C 0.1076 -0.7284 -1.0365
C 0.2127 0.8006 -0.8774
C 0.6180 0.2358 0.4739
O 1.2340 -0.9034 -0.1947
H -1.5763 0.1909 1.0237
H -0.6369 -1.3011 1.4956
H -0.8605 -1.1843 -0.4948
H 1.0433 1.1933 -1.4674
H -0.6878 1.4113 -0.9639
H 1.2539 0.7290 1.2236
```

Computed properties:
maximum force: 0.0080 Eh/bohr
electronic energy: -6286.77998 eV
energy relative to the best compared isomer or geometry (same formula, charge and spin): 5.138 eV
frontier orbital gap: 8.78 eV

Entry 17:
Molecular formula: C4H6O
Method: DFT, ωB97M-V/def2-TZVPD

Geometry as XYZ:
```
11
C4H6O (ωB97M-V/def2-TZVPD)
C -2.4322 1.5168 0.0327
C -1.2888 1.1361 0.2064
C -0.0886 0.4018 0.3644
O 0.2650 -0.3756 -0.7426
C 1.5013 -1.0624 -0.6286
H -3.3885 1.3015 0.4546
H -0.8351 0.0727 1.2637
H 0.7866 0.7656 0.9022
H 2.3450 -0.3726 -0.4678
H 1.6655 -1.5915 -1.5733
H 1.4696 -1.7924 0.1883
```

Computed properties:
maximum force: 0.0567 Eh/bohr
electronic energy: -6288.23323 eV
energy relative to the best compared isomer or geometry (same formula, charge and spin): 3.685 eV
structure (SMILES): C#CCOC
frontier orbital gap: 9.95 eV

Entry 18:
Molecular formula: C4H6O
Method: DFT, ωB97M-V/def2-TZVPD

Geometry as XYZ:
```
11
C4H6O (ωB97M-V/def2-TZVPD)
C 1.3418 0.3188 -0.9237
C 0.5360 -0.7313 -0.5910
C -0.7454 -0.4201 -0.0670
C -0.8248 0.3727 1.1785
O -1.2599 0.9380 -0.0336
H 0.8803 1.2798 -1.1336
H 2.4226 0.2005 -1.1727
H 0.8959 -1.7995 -0.4833
H -1.6121 -1.1805 -0.1469
H 0.0520 0.8292 1.5938
H -1.6865 0.1926 1.7796
```

Computed properties:
maximum force: 0.0837 Eh/bohr
electronic energy: -6290.17308 eV
energy relative to the best compared isomer or geometry (same formula, charge and spin): 1.745 eV
structure (SMILES): C=C[C@H]1CO1
frontier orbital gap: 10.54 eV